Record 1
This record from the OMol25 dataset describes C20H28NO3Pt as an isolated structure in a non-equilibrium geometry. The level of theory is the ωB97M-V functional and the def2-TZVPD basis.

Last column: Mulliken spin population.
Geometry (Å):
O (1.4449, 0.4797, 0.0766)  -0.007
C (0.9922, 0.1513, -1.3046)  0.010
C (1.5075, -1.2670, -1.1587)  -0.007
H (1.5266, 0.7496, -2.0140)  0.010
H (-0.0978, 0.2262, -1.3964)  -0.003
C (1.4943, -0.9378, 0.3816)  -0.025
H (2.4628, -1.4682, -1.6535)  0.000
H (0.7663, -1.9804, -1.5153)  0.000
C (2.5997, -1.1395, 1.3865)  0.001
H (3.4577, -0.4834, 1.1580)  0.000
H (2.9101, -2.1923, 1.3718)  0.000
H (2.1838, -0.9224, 2.3911)  0.002
C (0.2426, -1.6996, 0.8151)  0.085
H (-0.6470, -1.5250, 0.1655)  -0.014
H (-0.0781, -1.4848, 1.8428)  -0.008
H (0.4770, -2.7810, 0.7474)  0.002
Pt (-2.7677, -0.2494, 0.8653)  0.957
C (-4.6315, -1.1893, 0.1149)  0.132
C (-4.5174, 0.1189, -0.5126)  0.246
C (-3.3698, 0.0941, -1.3821)  0.158
H (-5.2349, 0.9343, -0.4084)  0.002
C (-2.8133, -1.2315, -1.3549)  0.312
C (-3.5837, -2.0267, -0.4377)  0.212
H (-3.4710, -3.0923, -0.2293)  0.011
H (-5.4260, -1.4911, 0.7991)  -0.004
H (-3.0533, 0.9232, -2.0166)  0.014
H (-2.0173, -1.5978, -2.0076)  0.011
C (-3.5206, 1.2352, 3.4586)  0.003
C (-3.1259, -0.1019, 2.8152)  0.210
C (-1.6670, -0.0449, 2.6218)  0.293
H (-3.5923, -1.0154, 3.1806)  -0.013
C (-1.2565, 1.3843, 2.7538)  0.580
C (-2.3076, 2.1050, 3.2363)  0.666
H (-2.3340, 3.1404, 3.5810)  0.005
H (-3.7412, 1.1105, 4.5305)  0.066
H (-1.0760, -0.8516, 3.0625)  0.008
H (-0.2458, 1.7437, 2.5096)  0.016
O (3.4462, 0.7764, -1.5747)  0.000
C (4.4931, -0.1679, -1.8708)  0.000
C (5.5695, 0.5033, -2.7439)  0.000
H (4.0736, -0.9940, -2.4808)  0.000
H (4.8669, -0.6017, -0.9279)  0.000
C (4.8677, 1.7614, -3.2990)  0.000
H (5.8617, -0.1821, -3.5458)  0.000
H (6.4643, 0.7635, -2.1696)  0.000
C (3.5836, 1.9166, -2.4714)  0.000
H (4.6275, 1.6204, -4.3561)  0.000
H (5.5042, 2.6409, -3.2214)  0.000
H (2.6978, 1.9372, -3.1342)  0.000
H (3.6157, 2.8493, -1.8842)  0.000
O (-6.6739, 0.5782, 2.0122)  0.000
C (-5.7145, 1.1652, 2.3844)  0.031
N (-4.7730, 1.8104, 2.8092)  0.042

Output
Multiplicity ... 5
Total charge ... +1
HOMO level (alpha / beta) ... -0.3220 / -0.4248 Ha
LUMO energy (alpha / beta) ... -2.53 / -6.84 eV
HOMO-LUMO gap (alpha / beta) ... 6.23 / 4.72 eV

***

Record 2
This record from the OMol25 dataset describes a 2-piece molecular cluster, ClFH2Si overall in a non-equilibrium geometry. The level of theory is the ωB97M-V functional and the def2-TZVPD basis.

Last column: Löwdin charge in e.
Geometry (Å):
F (2.3480, 1.3929, -0.0102)  -0.426
Si (1.1548, 0.2516, -0.0106)  0.674
Cl (-3.2396, 0.8185, -0.1524)  0.150
H (1.9467, -0.7744, 0.7359)  -0.200
H (-2.2245, 0.0964, 0.4688)  -0.198

Output
HOMO level ... -0.3470 Ha
LUMO energy ... -1.02 eV
HOMO-LUMO gap ... 8.43 eV

***

Record 3
This record from the OMol25 dataset describes a 2-piece molecular cluster, C4H7NO2 overall. The level of theory is the ωB97M-V functional and the def2-TZVPD basis.

Last column: Löwdin charge in e.
Geometry (Å):
C (1.2658, -1.0225, -1.9437)  -0.217
C (-0.3306, 1.3217, 1.9011)  -0.033
C (-1.6059, 0.4854, -0.0602)  -0.044
C (-0.7422, 0.2089, 0.9712)  -0.419
O (0.5834, -0.3420, -0.9444)  -0.272
N (-0.0007, -0.8907, 0.8676)  0.181
O (-2.4638, 0.6814, -0.7992)  0.254
H (-0.4520, -1.6154, 0.3199)  0.085
H (1.2434, -0.4224, -2.8680)  0.080
H (0.8235, -2.0062, -2.1743)  0.067
H (2.3252, -1.1672, -1.6800)  0.070
H (0.5542, 1.8245, 1.5058)  0.087
H (-1.1231, 2.0583, 2.0374)  0.081
H (-0.0773, 0.8862, 2.8670)  0.081

Output
HOMO level (alpha / beta) ... -0.3247 / -0.3151 Ha
LUMO energy (alpha / beta) ... -0.52 / -0.51 eV
HOMO-LUMO gap (alpha / beta) ... 8.31 / 8.06 eV

***

Record 4
This record from the OMol25 dataset describes one molecule with the formula C4H8N2S in a non-equilibrium geometry. The level of theory is the ωB97M-V functional and the def2-TZVPD basis.

Last column: Löwdin charge in e.
Geometry (Å):
H (-3.2559, -0.3796, 0.1788)  0.058
N (-2.4886, 0.3051, 0.0649)  0.094
C (-1.3470, -0.2840, 0.0652)  -0.485
N (-1.0630, -1.6591, 0.0343)  0.109
C (-0.1498, 0.6317, -0.1363)  -0.612
C (-0.3165, 1.8725, 0.2728)  0.013
S (1.3888, 0.0489, -0.6826)  0.847
C (2.1341, -0.4920, 0.8507)  -0.409
H (-1.8279, -2.2083, -0.1798)  0.058
H (-0.1253, -1.8777, -0.3515)  0.061
H (0.4973, 2.6553, 0.1986)  0.098
H (-1.3464, 2.0256, 0.5276)  0.050
H (2.1742, 0.2931, 1.6290)  0.049
H (3.1287, -0.9171, 0.6358)  0.040
H (1.4697, -1.2654, 1.2742)  0.030

Output
SMILES ... [H]/N=C(\N)C(=C)SC
HOMO level ... -0.3280 Ha
LUMO energy ... 0.73 eV
HOMO-LUMO gap ... 9.66 eV

***

Record 5
This record from the OMol25 dataset describes an isolated ion of composition CHCl2O3S and charge -1 in a non-equilibrium geometry. The level of theory is the ωB97M-V functional and the def2-TZVPD basis.

Last column: Löwdin charge in e.
Geometry (Å):
C (0.0450, -0.7309, 0.6427)  -1.211
O (0.1101, 1.3068, -2.4553)  -0.505
O (0.4048, 1.7240, -0.0201)  -0.537
O (-0.5894, -0.6096, -0.5730)  -0.436
S (-0.5200, 1.2754, -1.1283)  0.786
Cl (-1.2135, -0.9636, 1.9406)  0.467
Cl (1.2088, -2.1116, 0.7488)  0.486
H (0.5541, 0.1094, 0.8447)  -0.049

Output
Total charge ... -1
HOMO level ... -0.1969 Ha
LUMO energy ... 3.48 eV
HOMO-LUMO gap ... 8.83 eV

***

Record 6
This record from the OMol25 dataset describes C24H37LaN3P2S as an isolated structure in a non-equilibrium geometry. The level of theory is the ωB97M-V functional and the def2-TZVPD basis.

Last column: Löwdin charge in e.
Geometry (Å):
C (2.0133, 3.6604, -2.8482)  -0.037
C (0.8151, 3.1318, -2.3740)  -0.210
C (0.1774, 2.1285, -3.1364)  -0.194
C (0.7707, 1.6064, -4.3474)  -0.134
C (1.9941, 2.1910, -4.7822)  -0.012
C (2.5887, 3.2083, -4.0380)  -0.065
C (0.1234, 0.5523, -5.0020)  0.066
C (-1.0569, 0.0013, -4.4912)  -0.135
C (-1.6154, 0.5765, -3.2873)  -0.198
C (-2.7797, 0.0490, -2.6870)  -0.211
C (-3.4021, -1.0416, -3.2915)  -0.036
C (-2.8964, -1.6057, -4.4667)  -0.067
C (-1.7431, -1.1051, -5.0678)  -0.013
H (2.5128, 4.4391, -2.2623)  0.121
H (2.4608, 1.8206, -5.7036)  0.120
H (3.5273, 3.6466, -4.3881)  0.112
H (0.5513, 0.1482, -5.9242)  0.134
H (-4.2995, -1.4587, -2.8277)  0.119
H (-3.4074, -2.4583, -4.9216)  0.111
H (-1.3427, -1.5586, -5.9834)  0.120
N (-0.9987, 1.6214, -2.6619)  0.122
La (0.1348, -0.1495, 0.3449)  0.870
C (0.2130, 3.5350, -1.0324)  -0.286
H (-0.8874, 3.5104, -1.1075)  0.090
H (0.5560, 4.5114, -0.7210)  0.086
C (-3.2597, 0.6565, -1.3754)  -0.290
H (-3.1003, 1.7452, -1.4070)  0.092
H (-4.2986, 0.4253, -1.1850)  0.085
P (0.6909, 2.4577, 0.3480)  0.648
P (-2.3906, 0.0532, 0.1072)  0.630
C (-3.0245, -1.6287, 0.3010)  -0.289
H (-2.6593, -2.0847, 1.2363)  0.013
H (-4.1159, -1.5784, 0.3202)  0.058
H (-2.6956, -2.2685, -0.5260)  0.040
C (-3.1560, 0.9921, 1.4276)  -0.271
H (-4.2376, 0.8177, 1.3816)  0.058
H (-2.7838, 0.6827, 2.4152)  0.050
H (-2.9573, 2.0636, 1.3056)  0.040
C (2.4782, 2.6349, 0.4586)  -0.298
H (2.7016, 3.7047, 0.5204)  0.049
H (2.8604, 2.1200, 1.3555)  0.039
H (2.9750, 2.1963, -0.4158)  0.048
C (0.0364, 3.2669, 1.7962)  -0.275
H (0.2993, 2.7268, 2.7186)  0.053
H (0.4684, 4.2727, 1.8358)  0.056
H (-1.0581, 3.3417, 1.7453)  0.036
H (0.3572, 0.0202, -1.3904)  -0.158
H (1.8296, -0.1244, 0.4265)  -0.256
C (3.9766, -3.4763, 3.6449)  -0.076
C (3.0350, -2.3561, 3.2157)  -0.205
N (2.1258, -2.8152, 2.0957)  0.010
C (0.8160, -2.8318, 2.0959)  -0.821
S (0.0687, -2.8715, 0.4609)  0.489
N (-0.0249, -2.8619, 3.0959)  0.004
C (0.2287, -3.3868, 4.4914)  -0.194
C (-0.0279, -2.3066, 5.5425)  -0.077
H (3.4137, -4.3564, 3.9722)  0.074
H (4.5864, -3.1171, 4.4692)  0.082
H (4.6244, -3.7598, 2.8145)  0.081
H (2.3996, -2.0170, 4.0386)  0.092
H (3.6102, -1.4930, 2.8790)  0.116
H (2.7093, -2.9842, 1.2094)  0.179
H (-1.0809, -2.6799, 2.9767)  0.166
H (-0.4184, -4.2411, 4.6791)  0.122
H (1.2586, -3.7497, 4.5258)  0.096
H (-1.0740, -1.9986, 5.5136)  0.076
H (0.1974, -2.7197, 6.5209)  0.082
H (0.6067, -1.4316, 5.3669)  0.071

Output
Total charge ... +1
HOMO level (alpha / beta) ... -0.3360 / -0.3360 Ha
LUMO energy (alpha / beta) ... -2.87 / -2.87 eV
HOMO-LUMO gap (alpha / beta) ... 6.27 / 6.27 eV

***

The energy relative to the best compared isomer or geometry (same formula, charge and spin) results, record by record, are as follows: 0.619; 3.264; 5.283; 1.627; 0.000; 7.150 eV.